19
Properties=species:S:1:pos:R:3:forces:R:3:lowdin_spin:R:1 method="wB97M-V/def2-TZVPD" multiplicity=3 e_homo_ev="-0.438 / -4.728" total_charge=-1 total_energy_ha=-1785.7284 gap_ev="3.410 / 4.629"
C -1.594 0.318 1.097 -0.1739 0.3382 0.1473 0.017
C -2.310 0.233 2.231 0.1333 -0.0049 -0.0550 0.103
C 0.167 -0.240 2.543 -0.6744 -0.3262 -0.9589 0.573
C 1.131 1.271 -0.095 0.3741 1.4292 -0.7025 0.016
C 2.218 1.142 -1.140 -0.1728 0.1563 0.0906 -0.003
N -0.260 0.052 1.304 -0.3701 0.8355 -0.3405 0.063
N 0.594 0.074 0.215 0.3626 -0.4179 2.0087 0.210
O 0.040 -0.465 -2.362 0.4921 1.3381 -1.7076 0.114
O 0.827 2.338 0.424 0.0995 -0.0292 0.1351 0.076
O -1.403 -2.362 -1.782 -0.9137 0.7585 0.7080 0.061
S -1.254 -0.182 3.538 0.5066 -0.0298 0.9513 0.175
S -0.420 -1.093 -1.154 -2.3419 -1.7814 -0.6276 0.344
Cl 1.091 -2.509 -0.687 2.0860 -2.2923 0.4672 0.228
H -1.936 0.578 0.110 -0.0024 0.0961 0.0489 0.008
H -3.360 0.382 2.376 -0.2192 -0.0753 -0.0514 0.009
H 1.940 0.376 -1.856 0.1498 -0.0292 -0.0561 0.000
H 2.380 2.095 -1.640 -0.0446 0.0340 0.0608 0.000
H 3.131 0.841 -0.630 0.1076 -0.0427 0.0360 0.000
H -0.982 -2.846 -2.494 0.6013 0.0428 -0.1543 0.005



16
Properties=species:S:1:pos:R:3:forces:R:3:mulliken_charge:R:1 method="wB97M-V/def2-TZVPD" e_homo_ev=-8.512 total_energy_ha=-627.9420 smiles="[H]/N=C/N.CSC" gap_ev=9.340
C 1.730 0.066 -1.551 -0.0355 -0.2673 -1.2917 -0.926
S 1.440 0.262 0.254 0.4458 -0.0299 -0.6640 -0.060
C 2.192 1.937 0.517 -1.0393 -0.9300 0.8829 -0.791
H 1.159 -0.777 -1.996 -0.4881 0.7513 0.7639 0.284
H 1.456 1.011 -2.020 -0.5441 -0.1334 -0.0921 0.307
H 2.687 -0.164 -2.073 0.3987 0.2332 1.5834 0.349
H 2.886 1.961 -0.286 0.6480 0.8194 -0.5529 0.279
H 2.731 1.850 1.468 -0.1196 0.2855 -0.2861 0.300
H 1.440 2.762 0.565 0.7106 -0.7317 -0.3284 0.249
N -2.798 -0.411 1.221 -0.5392 0.8656 1.6937 -0.410
C -2.455 -1.583 0.685 0.9635 -3.3737 0.7225 0.243
N -2.560 -1.949 -0.533 0.8813 1.1617 -0.3714 -0.697
H -2.720 -0.303 2.221 0.0059 -0.3143 -0.1680 0.210
H -3.247 0.386 0.808 0.0710 -0.3369 -0.9177 0.227
H -2.102 -2.409 1.501 -0.2801 2.2891 -1.4389 0.194
H -1.839 -2.639 -0.781 -1.0790 -0.2886 0.4649 0.240



21
Properties=species:S:1:pos:R:3:forces:R:3:mulliken_charge:R:1 method="wB97M-V/def2-TZVPD" e_homo_ev=-7.684 total_energy_ha=-2997.7020 smiles="C=C(Br)C/C(O)=C(/C)OC" gap_ev=8.323
C 0.293 -1.112 -0.252 0.0332 -1.8902 0.8549 0.180
C 1.092 -0.626 -1.408 0.6268 -2.7385 1.2587 -0.810
C -0.457 -0.363 0.522 -0.9490 -0.6700 1.8371 0.636
C 2.211 0.198 -0.941 1.4261 0.9203 -0.2207 0.400
C -1.022 -0.946 1.836 2.9164 -0.6822 -0.6456 -1.198
C 2.677 1.204 -1.652 3.0203 1.2849 0.3804 -0.697
C -1.013 1.806 1.242 0.6895 2.4633 0.7959 -0.870
O 0.373 -2.430 0.247 2.4842 -1.3909 -2.3931 -0.579
O -0.578 0.950 0.240 0.4437 0.3569 -0.5663 -0.352
Br 3.250 -0.456 0.583 -0.8196 0.4514 -0.6050 -0.150
H 1.535 -1.465 -1.984 -0.3828 0.0759 0.3399 0.351
H 0.386 -0.186 -2.029 -0.7180 1.5738 -1.4147 0.347
H -1.996 -1.350 1.857 -1.0407 -0.9944 -0.7129 0.292
H -1.114 -0.165 2.531 0.2821 0.9793 1.1668 0.418
H -0.223 -1.708 2.198 -1.7416 1.2808 -0.4170 0.249
H 3.614 1.835 -1.452 -1.4730 -1.2719 0.4277 0.236
H 1.150 -2.924 -0.216 -2.0850 1.4611 1.2075 0.346
H 2.443 1.359 -2.677 -1.3185 0.1507 -0.5738 0.271
H -2.080 1.712 1.317 -0.7440 0.2810 0.1722 0.384
H -0.736 2.877 0.834 -0.5893 -2.0524 1.1929 0.218
H -0.618 1.634 2.324 -0.0609 0.4110 -2.0849 0.329



19
Properties=species:S:1:pos:R:3:forces:R:3:mulliken_charge:R:1 method="wB97M-V/def2-TZVPD" e_homo_ev=-9.120 total_energy_ha=-725.3119 smiles="CC(=O)N[C@H](C)CS" gap_ev=9.812
O 1.796 -1.794 0.535 0.0518 -0.1594 -0.0450 -0.632
C 2.036 -0.620 0.334 -0.4342 0.1055 0.3359 0.684
N 1.127 0.214 -0.231 -0.1717 0.6885 -0.1971 -0.228
C -0.253 -0.091 -0.598 0.0429 -0.2163 -0.0641 0.383
C -1.155 0.187 0.627 0.5042 0.1182 -0.3472 -0.932
S -2.928 0.322 0.299 -0.1090 -0.1009 0.1114 -0.194
C -0.610 0.815 -1.772 0.6645 0.1733 -0.0945 -1.588
C 3.355 0.019 0.718 -0.0351 -0.5364 -0.3986 -1.106
H 1.360 1.189 -0.345 0.2659 -0.1090 0.1238 0.275
H -0.270 -1.143 -0.876 -0.1719 -0.0399 -0.0284 0.321
H -1.040 -0.578 1.390 0.1305 -0.0582 -0.0207 0.369
H -0.762 1.125 1.022 -0.3630 0.0266 0.3045 0.374
H -2.939 1.622 -0.004 -0.0212 0.0444 -0.0857 0.113
H 0.204 0.832 -2.501 0.0007 -0.1678 0.0571 0.409
H -0.710 1.841 -1.414 -0.1408 0.1344 0.0199 0.409
H -1.505 0.549 -2.307 -0.4093 -0.1940 0.0983 0.388
H 3.983 0.041 -0.171 0.1049 0.1744 -0.0540 0.272
H 3.817 -0.667 1.414 0.1787 0.0364 0.2744 0.326
H 3.271 1.016 1.137 -0.0880 0.0802 0.0100 0.356



8
Properties=species:S:1:pos:R:3:forces:R:3:mulliken_charge:R:1 method="wB97M-V/def2-TZVPD" e_homo_ev=-16.443 total_charge=+1 total_energy_ha=-266.2477 gap_ev=10.877
C -0.773 -0.698 -0.026 1.7414 4.6217 0.7806 -0.225
C -0.784 0.687 0.042 -2.5767 -0.7608 -0.9301 0.052
C 1.267 -0.012 0.010 -3.1326 -0.3982 -0.1289 0.314
O 0.542 -1.089 0.025 0.1174 0.6411 -0.3379 -0.179
O 0.507 1.045 -0.018 2.6014 0.3550 0.4491 -0.179
H -1.485 -1.402 -0.023 -2.3577 -2.4768 0.0037 0.456
H -1.579 1.575 0.009 1.9490 -2.4942 0.1459 0.346
H 2.303 -0.106 -0.019 1.6578 0.5123 0.0176 0.414



33
Properties=species:S:1:pos:R:3:forces:R:3:mulliken_charge:R:1 method="wB97M-V/def2-TZVPD" e_homo_ev=-7.656 total_energy_ha=-764.9883 smiles="COc1ccc2[nH]cc(CCNC(C)=O)c2c1" gap_ev=8.376
C 0.871 3.559 -1.190 -0.1405 0.1343 0.0572 -0.737
H 1.397 4.510 -1.261 -0.0819 -0.0476 0.0055 0.246
O 1.818 2.571 -1.517 0.2013 -0.2264 -0.0505 -0.488
C 1.456 1.263 -1.351 -0.1334 0.0018 -0.0283 0.492
C 0.175 0.838 -1.060 0.1952 0.2776 -0.0880 0.396
C -0.045 -0.531 -0.889 0.4428 -0.4278 -0.0639 0.979
C 1.025 -1.441 -1.033 -0.1781 0.5376 -0.0077 -1.278
C 2.307 -1.011 -1.353 0.0609 0.0897 -0.0194 -0.808
C 2.507 0.339 -1.508 0.0064 0.0285 0.0057 -0.675
H 3.482 0.731 -1.749 0.1196 0.0341 -0.0158 0.439
H 3.120 -1.712 -1.471 0.1079 -0.0356 -0.0215 0.367
N 0.539 -2.698 -0.801 0.2012 -0.4006 0.0124 0.011
C -0.795 -2.607 -0.515 -0.2507 0.1047 0.0200 -0.884
C -1.201 -1.304 -0.561 -0.2665 -0.2851 -0.0326 0.658
C -2.584 -0.805 -0.291 0.2193 0.0528 0.1102 -0.835
H -2.972 -0.277 -1.165 -0.1348 -0.0415 -0.0163 0.294
H -3.234 -1.662 -0.097 -0.0729 0.0176 -0.0673 0.369
C -2.630 0.156 0.907 -0.1000 0.0575 -0.0779 -0.747
N -1.882 -0.354 2.032 -0.4824 -0.1831 -0.1172 -0.121
C -0.785 0.276 2.515 0.0566 -0.3179 0.4457 0.832
O -0.448 1.384 2.155 0.1928 0.3393 -0.0897 -0.616
C -0.045 -0.526 3.566 0.1244 0.2342 -0.0939 -1.301
H 0.469 -1.355 3.084 0.0470 -0.1038 -0.0140 0.274
H 0.689 0.108 4.054 -0.0007 0.0175 -0.0147 0.352
H -0.736 -0.921 4.308 -0.0455 -0.0771 0.0601 0.364
H -2.062 -1.307 2.307 0.1500 0.0837 0.0682 0.256
H -2.166 1.110 0.656 -0.1428 -0.0466 0.0255 0.288
H -3.672 0.333 1.199 0.1292 0.0810 -0.0854 0.334
H -1.371 -3.488 -0.303 -0.1047 -0.1322 0.0220 0.423
H 1.073 -3.549 -0.851 -0.0878 0.0992 0.0114 0.159
H -0.640 1.532 -0.954 -0.0461 0.1426 0.0484 0.365
H 0.493 3.424 -0.172 -0.0094 -0.0005 -0.0326 0.302
H 0.032 3.561 -1.895 0.0239 -0.0079 0.0445 0.290



65
Properties=species:S:1:pos:R:3:forces:R:3:mulliken_charge:R:1 method="wB97M-V/def2-TZVPD" e_homo_ev=-9.390 total_energy_ha=-1250.4624 smiles="CCC(CC)(CC)C(=O)N1C[C@H]2ON=C(CNC(=O)C3CCCCCC3)[C@@H]2C1" gap_ev=9.962
C -3.659 -2.050 0.391 0.0002 0.0052 0.0089 -1.586
C -2.329 -2.170 1.131 -0.0113 0.0001 -0.0096 -0.762
C -1.155 -2.649 0.253 -0.0425 -0.0605 0.0592 2.997
C -1.499 -3.988 -0.438 0.0144 0.0578 0.0724 -0.919
C -1.971 -5.111 0.479 0.0043 0.0170 -0.0086 -1.406
C -0.851 -1.606 -0.855 0.0089 -0.0223 -0.0076 -2.017
C 0.567 -1.664 -1.413 0.0246 -0.0056 -0.0435 -1.035
C 0.111 -2.876 1.106 0.1850 0.1038 -0.2929 -0.658
O 0.774 -3.897 0.996 -0.1335 -0.0485 0.1053 -0.686
N 0.551 -1.907 1.963 0.0015 0.0006 0.0978 0.333
C 1.817 -2.197 2.694 -0.0497 -0.0199 -0.0328 -0.905
C 1.946 -0.899 3.452 -0.0306 0.0432 -0.0391 0.338
O 3.159 -0.347 3.944 0.0261 -0.0474 0.0614 -0.328
N 2.912 1.053 3.966 0.0157 0.0041 -0.0382 -0.816
C 1.938 1.322 3.183 -0.1818 -0.0094 -0.0015 -0.180
C 1.476 2.717 2.918 0.2196 -0.0294 -0.0051 -0.944
N 1.594 2.993 1.498 -0.1100 0.2297 0.0342 -0.125
C 0.516 2.931 0.670 -0.0029 -0.0751 -0.0191 -0.070
O -0.600 2.656 1.081 0.0144 -0.0428 0.0097 -0.692
C 0.807 3.142 -0.803 0.0054 0.0006 -0.0342 0.636
C 0.856 1.749 -1.455 0.0241 0.0400 0.0313 0.291
C 1.435 1.770 -2.871 -0.0001 -0.0002 -0.0057 -1.337
C 0.408 1.990 -3.984 -0.0007 -0.0010 -0.0020 -0.749
C -0.675 3.027 -3.674 0.0094 0.0101 -0.0015 -0.665
C -0.191 4.266 -2.913 -0.0091 -0.0018 -0.0010 -0.926
C -0.231 4.095 -1.395 0.0009 -0.0099 0.0155 -1.146
C 1.509 0.105 2.427 0.0586 -0.0417 0.0404 0.819
C 0.174 -0.468 2.018 -0.0733 -0.0030 -0.0138 0.147
H -4.419 -1.636 1.054 -0.0035 -0.0053 -0.0029 0.455
H -3.580 -1.383 -0.469 -0.0001 0.0026 0.0002 0.285
H -4.020 -3.014 0.035 -0.0026 -0.0122 -0.0017 0.319
H -2.094 -1.193 1.552 -0.0069 -0.0233 0.0072 0.068
H -2.442 -2.849 1.980 -0.0078 -0.0054 0.0026 0.733
H -2.272 -3.778 -1.181 -0.0054 -0.0085 -0.0107 0.555
H -0.617 -4.324 -0.983 0.0058 0.0001 -0.0171 0.425
H -2.153 -6.016 -0.102 0.0047 0.0056 -0.0019 0.439
H -1.218 -5.345 1.229 0.0095 -0.0037 0.0178 0.290
H -2.903 -4.862 0.989 -0.0085 0.0087 0.0009 0.288
H -1.560 -1.780 -1.668 0.0002 0.0080 -0.0131 0.591
H -1.062 -0.596 -0.493 -0.0432 -0.0563 -0.0615 0.623
H 0.675 -0.977 -2.254 0.0029 -0.0361 0.0070 0.233
H 1.308 -1.385 -0.658 -0.0070 -0.0032 -0.0217 0.075
H 0.823 -2.666 -1.759 -0.0136 -0.0044 0.0083 0.459
H 1.697 -3.086 3.307 0.0215 0.0024 0.0086 0.307
H 2.642 -2.362 1.997 0.0021 -0.0016 0.0014 0.356
H 1.219 -0.890 4.279 0.0180 -0.0061 0.0145 0.349
H 0.423 2.822 3.173 -0.0006 0.0026 0.0246 0.323
H 2.065 3.424 3.500 -0.0093 0.0044 0.0019 0.450
H 2.497 3.212 1.114 0.0093 -0.0023 0.0043 0.271
H 1.804 3.588 -0.910 -0.0087 0.0002 0.0069 0.504
H 1.480 1.106 -0.826 -0.0108 0.0054 -0.0039 0.076
H -0.147 1.313 -1.442 0.0169 0.0072 -0.0122 -0.058
H 2.202 2.549 -2.917 0.0011 -0.0093 -0.0065 0.577
H 1.958 0.831 -3.065 0.0090 0.0049 -0.0029 0.415
H 0.944 2.285 -4.890 -0.0028 -0.0060 -0.0025 0.395
H -0.080 1.039 -4.217 0.0010 -0.0015 -0.0032 0.296
H -1.135 3.330 -4.617 -0.0044 0.0009 0.0023 0.432
H -1.475 2.563 -3.089 -0.0042 -0.0036 -0.0070 0.288
H 0.814 4.549 -3.245 -0.0026 0.0052 -0.0036 0.394
H -0.839 5.109 -3.163 -0.0001 0.0004 -0.0008 0.398
H -1.220 3.730 -1.103 -0.0006 0.0172 -0.0095 0.321
H -0.109 5.070 -0.915 -0.0027 0.0029 -0.0018 0.474
H 2.184 0.023 1.561 0.0110 0.0000 -0.0017 -0.075
H -0.180 -0.105 1.060 0.0501 0.0008 0.0808 -0.095
H -0.597 -0.282 2.769 0.0144 0.0153 0.0170 0.154



41
Properties=species:S:1:pos:R:3:forces:R:3:mulliken_charge:R:1 method="wB97M-V/def2-TZVPD" e_homo_ev=-9.154 total_energy_ha=-959.8582 smiles="COC[C@H]1CC(=O)O[C@@H]1CCC(=O)O.C1CCOC1" gap_ev=9.447
C 4.900 -0.666 0.191 0.7911 1.3049 -0.5841 -0.586
O 3.752 -0.797 1.053 0.5147 -1.2034 -0.8199 -0.350
C 3.081 -2.065 0.890 -1.7209 0.3202 0.9194 -0.474
C 2.245 -2.077 -0.482 2.1813 -2.3164 0.5760 0.106
C 3.011 -3.185 -1.401 -2.3807 0.7522 -1.3670 -0.532
C 1.987 -3.067 -2.656 1.7203 0.1591 0.0866 0.407
O 2.219 -2.915 -3.860 -1.7579 -0.7145 4.1411 -0.558
O 0.725 -3.148 -1.965 0.3510 1.1452 -1.5943 -0.392
C 0.811 -2.782 -0.537 0.3617 -0.3767 0.5658 0.013
C -0.439 -2.004 0.096 -0.7659 0.3029 -0.5863 -0.899
C -1.626 -1.748 -0.987 -0.0518 -0.2416 1.5710 -0.245
C -2.623 -0.679 -0.297 0.4872 1.9823 -3.0332 0.372
O -2.637 0.460 -0.808 -0.3310 -3.6585 2.5636 -0.499
O -3.443 -1.062 0.806 0.7565 0.2232 -1.9300 -0.471
H 4.764 -1.083 -0.860 -0.0860 0.4195 1.3448 0.216
H 5.084 0.465 0.065 -0.3251 -1.7529 0.2440 0.251
H 5.867 -1.096 0.613 -1.3570 0.2285 -0.2298 0.260
H 3.802 -2.941 1.018 -0.9068 1.0929 -0.4346 0.294
H 2.309 -2.129 1.747 1.3558 0.1861 -1.0511 0.297
H 2.351 -1.021 -0.899 -0.7343 -1.4580 0.3083 0.318
H 4.116 -3.027 -1.597 -1.5893 -0.3607 0.1366 0.361
H 2.674 -4.202 -0.973 1.3332 1.4281 -0.4081 0.322
H 0.733 -3.820 -0.036 0.9317 1.6509 -0.3672 0.148
H -0.882 -2.636 0.947 0.7943 0.9484 -1.2601 0.302
H -0.155 -0.983 0.551 -0.1266 -1.5911 -0.8411 0.379
H -2.172 -2.737 -1.201 0.8161 1.4756 0.2910 0.293
H -1.181 -1.327 -1.943 -0.8912 -0.3569 1.3371 0.307
H -4.211 -1.550 0.431 0.6670 0.3208 0.3665 0.344
C -1.974 3.926 0.179 0.3942 -0.1364 -0.0558 -0.486
C -3.292 3.319 0.607 -0.4274 -0.1510 -0.0819 -0.112
C -3.465 3.891 2.000 0.0746 0.0594 0.2540 -0.461
O -2.823 5.173 2.005 0.0501 -0.1730 -0.1964 -0.396
C -2.042 5.303 0.810 -0.1240 0.2945 0.0355 -0.430
H -1.837 3.959 -0.903 -0.0062 0.0022 0.0766 0.352
H -1.146 3.356 0.613 -0.0260 0.0377 -0.0647 0.228
H -4.095 3.678 -0.046 0.0292 -0.0467 0.0407 0.242
H -3.301 2.230 0.589 -0.0090 0.1462 -0.0202 0.005
H -2.969 3.265 2.751 -0.0694 -0.0767 -0.0018 0.273
H -4.515 4.004 2.281 0.0817 0.0930 0.0475 0.274
H -2.552 6.016 0.152 0.0859 0.0065 -0.0681 0.254
H -1.055 5.702 1.057 -0.0909 0.0342 0.0894 0.274



It is found that the relative energy (zero: lowest compared OMol25 entry of this formula, charge and spin) values, taken in the order of the records, are 0.0; 138.3; 101.6; 34.2; 65.1; 74.4; 175.8; 373.1 kJ/mol.